No. 1
83
Properties=species:S:1:pos:R:3 method="wB97M-V/def2-TZVPD" charge=-1 orbital_gap_ev=4.0
C -0.5101 -1.5495 6.9850
C -1.1429 -2.2481 5.6756
O -2.5061 -1.7946 5.3790
P -2.5159 -0.5506 4.2136
O -1.2394 0.2883 4.4206
C -2.5096 -1.2651 2.4334
C -3.9963 -1.3672 1.8379
C -4.0368 -1.7883 0.2635
C -2.9551 -0.9438 -0.6024
C -3.1483 0.6194 -0.7218
C -4.3992 1.3875 -0.0258
C -3.8527 2.2676 1.2088
O -4.6685 3.0570 1.7769
Br -1.9962 2.2442 1.8997
C -2.1428 1.5514 -1.4959
C -2.2980 3.1372 -1.6391
C -1.0872 3.9770 -0.9864
O -1.0462 5.2214 -1.0391
F 0.0473 3.3486 -0.3440
C -0.9431 0.8460 -2.1965
C -0.7197 -0.7196 -2.1445
C -1.7264 -1.6288 -1.3261
P -1.5524 -3.5195 -1.1848
C -1.8212 -4.2163 -2.9307
O 0.0778 -3.7579 -0.6520
N 0.3972 -1.3552 -2.8487
C 1.6903 -0.6787 -2.6407
C 2.9243 -1.5558 -2.3074
C 4.3857 -0.9728 -2.1070
P 5.7193 -2.2123 -1.7155
C 6.1671 -3.3633 -3.1352
C 7.1855 -1.5594 -0.7513
C 4.5091 0.5666 -2.2759
Br 6.2727 1.4353 -2.1223
C 3.2841 1.5298 -2.5758
C 3.3860 3.1143 -2.7063
C 3.0577 3.6677 -4.1863
C 3.9074 2.7965 -5.2592
F 4.1421 3.6641 -6.4047
C 1.8887 0.8805 -2.7589
S 0.3277 1.8280 -3.1590
O -3.9559 0.3518 4.3875
C -3.7413 1.6030 5.0983
C -3.3174 1.3815 6.6494
H -1.2856 -0.8777 7.5186
H -0.2676 -2.3904 7.7222
H 0.4466 -0.9744 6.7426
H -1.2155 -3.3906 5.8568
H -0.4578 -2.1403 4.7472
H -1.8022 -0.5794 1.8479
H -1.9672 -2.2888 2.5057
H -4.5826 -2.1676 2.4343
H -4.5467 -0.3801 1.9999
H -5.1024 -1.6623 -0.1737
H -3.8305 -2.9147 0.2458
H -4.8135 2.1351 -0.7894
H -5.2328 0.6688 0.2945
H -2.2784 3.3871 -2.7700
H -3.2926 3.5132 -1.2261
H -2.4463 -3.4836 -3.5707
H -0.8605 -4.4240 -3.5183
H -2.4438 -5.1766 -2.8469
H 0.4113 -4.6463 -0.9071
H 0.4467 -2.3702 -2.6971
H 2.7763 -2.6909 -2.2129
H 7.0011 -4.1057 -2.8236
H 6.4013 -2.8697 -4.1400
H 5.2414 -4.0359 -3.3246
H 7.8731 -2.4475 -0.4684
H 7.8501 -0.8811 -1.4190
H 6.9118 -0.9865 0.1978
H 2.5676 3.5599 -2.0133
H 4.3756 3.5587 -2.3040
H 1.9469 3.6930 -4.4326
H 3.4472 4.7822 -4.2806
H 3.2732 1.8864 -5.5588
H 4.9133 2.4601 -4.8083
H -2.9281 2.2653 4.6449
H -4.7246 2.1999 5.0292
H -3.5645 2.3429 7.2194
H -2.1978 1.1694 6.7254
H -3.9481 0.5475 7.1462
Br 2.3643 5.9970 -4.5794

---

No. 2
80
Properties=species:S:1:pos:R:3 method="wB97M-V/def2-TZVPD" de_lowest_ev=0.572 charge=+2 spin_multiplicity=6 orbital_gap_ev="8.1 / 6.0"
Ir 0.2361 0.3211 0.2307
C 1.7060 1.3842 3.7533
C 0.6225 0.3790 3.5787
N -0.0377 0.1204 2.4631
C -0.9499 -0.8781 2.7450
C -0.8494 -1.2082 4.0615
N 0.1399 -0.4061 4.5603
C -1.5046 -2.1795 4.9888
O -2.4694 -2.9160 4.4921
O -1.1097 -2.2309 6.1248
C -1.8569 -1.3696 1.6727
O -2.7127 -2.2200 1.9209
O -1.6633 -0.8284 0.5173
H 2.0509 1.7216 2.7779
H 2.5490 0.9603 4.3008
H 1.3484 2.2478 4.3172
H 0.4305 -0.4579 5.5288
H -2.6316 -2.7075 3.5332
N -4.2983 2.4563 -0.3496
C -3.4212 2.4005 -1.5769
C -2.2257 1.5096 -1.2847
N -1.4517 1.9675 -0.1099
C -2.3225 2.0819 1.0726
C -3.5259 2.9847 0.8331
H -4.6258 1.5133 -0.1360
H -5.1250 3.0254 -0.5233
H -3.1217 3.4236 -1.7969
H -4.0065 2.0194 -2.4104
H -1.5783 1.4632 -2.1572
H -2.5495 0.4876 -1.0741
H -1.0187 2.8632 -0.3102
H -1.7547 2.4520 1.9232
H -2.6647 1.0758 1.3168
H -3.2311 4.0042 0.5918
H -4.1807 3.0040 1.7008
O 0.3885 -3.0871 -4.8433
C 0.2970 -3.5190 -3.6575
C 0.3297 -4.9446 -3.4538
C 0.2162 -5.4353 -2.1930
C 0.0747 -4.5417 -1.1092
C 0.0537 -3.1351 -1.3043
C 0.1566 -2.5973 -2.5435
C 0.1239 -1.0981 -2.8300
O 0.2701 -0.7577 -4.0241
O -0.0163 -0.2714 -1.8851
H 0.2899 -2.0268 -4.7388
H 0.4425 -5.5822 -4.3222
H 0.2257 -6.5036 -2.0239
H -0.0278 -4.9386 -0.1065
H -0.0768 -2.4798 -0.4593
C 3.3660 -3.1684 -0.1331
C 3.8263 -2.3903 1.1113
C 2.7109 -2.3121 2.1655
C 4.4124 -1.0561 0.6873
C 5.7714 -0.8908 0.6984
C 6.3632 0.3014 0.2667
C 5.5754 1.3757 -0.1780
C 4.2121 1.2977 -0.2257
C 3.4383 2.4974 -0.7349
C 2.5397 3.1357 0.3348
C 2.6828 2.1997 -2.0399
C 3.5850 0.0432 0.1930
O 2.3392 -0.1522 0.1069
H 2.9963 -4.1553 0.1571
H 4.1883 -3.3061 -0.8369
H 2.5647 -2.6292 -0.6438
H 4.6488 -2.9446 1.5631
H 1.7765 -1.9508 1.7398
H 2.9940 -1.6526 2.9923
H 2.5366 -3.3079 2.5808
H 6.3987 -1.7027 1.0485
H 7.4419 0.3996 0.2793
H 6.0624 2.2921 -0.4926
H 4.1913 3.2506 -0.9676
H 1.6767 2.5121 0.5652
H 2.1627 4.0964 -0.0251
H 3.0834 3.3110 1.2651
H 1.8497 1.5152 -1.8865
H 3.3474 1.7586 -2.7845
H 2.2864 3.1291 -2.4579

---

No. 3
81
Properties=species:S:1:pos:R:3 method="wB97M-V/def2-TZVPD" de_lowest_ev=0.000 charge=+4 orbital_gap_ev="6.3 / 3.9"
Sn 0.5720 -0.1211 -0.1349
N -2.4619 -1.9587 -3.8361
P -3.3006 -1.3724 -2.5319
C -2.7890 0.2921 -2.0913
C -1.7630 0.9535 -2.7735
C -1.4989 2.2841 -2.4783
C -2.2474 2.9518 -1.5111
C -3.2378 2.2802 -0.8048
C -3.5008 0.9443 -1.0805
C -5.0079 -1.4775 -2.9384
C -5.5369 -2.7774 -3.0597
C -6.8628 -2.9423 -3.4066
C -7.6655 -1.8246 -3.6152
C -7.1489 -0.5375 -3.4828
C -5.8254 -0.3533 -3.1357
C -1.1395 -2.4513 -3.8431
C -0.7303 -3.2589 -4.8998
C 0.5683 -3.7263 -4.8950
C 1.4020 -3.3822 -3.8367
C 0.8876 -2.5765 -2.8430
N -0.3608 -2.0933 -2.8290
H -3.0383 -2.2450 -4.6201
H -1.2271 0.4526 -3.5695
H -0.7599 2.8238 -3.0583
H -2.0845 4.0090 -1.3384
H -3.8394 2.8072 -0.0747
H -4.2979 0.4322 -0.5527
H -4.9159 -3.6464 -2.8738
H -7.2776 -3.9360 -3.5043
H -8.7053 -1.9565 -3.8842
H -7.7817 0.3201 -3.6651
H -5.4232 0.6479 -3.0635
H -1.4133 -3.5166 -5.6987
H 0.9230 -4.3591 -5.6974
H 2.4198 -3.7409 -3.7860
H 1.5140 -2.3142 -1.9928
N 2.4861 3.5020 -1.7555
C 2.4505 2.1785 -1.7968
N 1.6041 1.7579 -0.8570
C 1.1516 2.9184 -0.2794
N 1.6705 3.9913 -0.8023
C 0.1374 2.8696 0.7726
C -0.3846 3.9869 1.4105
N -1.3384 3.8678 2.3266
C -1.7882 2.6520 2.6085
C -1.2783 1.5203 1.9791
N -0.3083 1.6396 1.0712
H 3.0243 4.1380 -2.3349
H 3.0161 1.5719 -2.4871
H -0.0266 4.9826 1.1733
H -2.5773 2.5685 3.3466
H -1.6542 0.5286 2.1997
C 4.9017 -1.5193 1.5610
N 4.5042 -0.5465 2.5651
C 5.5272 -0.1861 3.5285
P 2.8136 -0.1990 2.8251
O 2.1648 -0.3052 1.4681
N 2.3793 -1.4014 3.8252
C 2.8539 -1.4785 5.2219
C 1.7770 -2.6536 3.3391
N 2.7906 1.2087 3.5908
C 3.5734 2.3482 3.0819
C 1.8086 1.5612 4.6347
H 5.3330 -2.3961 2.0532
H 5.6938 -1.0753 0.9490
H 4.0618 -1.8003 0.9362
H 5.8591 -1.0860 4.0598
H 5.1684 0.5572 4.2319
H 6.3974 0.1939 2.9828
H 3.3242 -0.5499 5.5319
H 3.5645 -2.3009 5.3223
H 2.0030 -1.6794 5.8729
H 1.4635 -2.5561 2.3041
H 0.9113 -2.8854 3.9599
H 2.4931 -3.4717 3.4290
H 4.2547 2.0370 2.2897
H 4.1569 2.7876 3.8912
H 2.9042 3.1126 2.6840
H 1.1790 0.7102 4.8817
H 1.1788 2.3770 4.2774
H 2.3291 1.8921 5.5332